Molecular formula: C45H57KN3P2
Method: DFT, the ωB97M-V functional and the def2-TZVPD basis

```
108
Properties=species:S:1:pos:R:3:lowdin_charge:R:1
K 0.1890 0.2141 -1.1205 0.569
C 1.1589 -1.5614 -5.0529 -0.051
C 1.9561 -0.8175 -4.0085 -0.293
C 2.4839 -1.4679 -2.8923 -0.059
C 3.2466 -0.7816 -1.9509 -0.078
C 3.4841 0.5782 -2.1109 -0.097
C 2.9366 1.2472 -3.2010 -0.080
C 2.1821 0.5546 -4.1405 -0.066
H 1.5417 -1.3501 -6.0537 0.081
H 0.1042 -1.2701 -5.0362 0.062
H 1.2056 -2.6392 -4.8918 0.074
H 2.2913 -2.5294 -2.7604 0.116
H 3.6377 -1.2969 -1.0809 0.102
H 4.0705 1.1100 -1.3719 0.092
H 3.0949 2.3148 -3.3177 0.104
H 1.7585 1.0841 -4.9878 0.113
C 3.1426 4.4971 1.6849 -0.120
C 2.6859 3.7460 0.4335 -0.559
C 2.0072 4.7119 -0.5470 -0.135
P 1.6272 2.2284 0.6441 1.049
C 0.5434 2.4980 2.1232 -0.541
C 1.1885 2.3891 3.5050 -0.095
C -0.2810 3.7810 1.9800 -0.116
C 2.8052 0.9267 1.1844 -0.317
C 4.1841 1.1684 1.2557 -0.093
C 5.1313 0.1817 1.4952 -0.300
C 6.6062 0.4963 1.5521 -0.069
C 4.6520 -1.1185 1.6611 -0.067
C 3.3011 -1.3933 1.6043 -0.062
C 2.3186 -0.3957 1.3764 -0.345
N 0.9759 -0.6789 1.2403 -0.016
C 0.4141 -1.6875 1.9792 -0.317
C 0.9767 -2.1890 3.1800 -0.049
C 0.4125 -3.2244 3.9049 -0.065
C -0.7698 -3.8379 3.5044 -0.298
C -1.3980 -4.9684 4.2856 -0.072
C -1.3847 -3.3034 2.3758 -0.082
C -0.8578 -2.2480 1.6307 -0.294
P -1.8521 -1.5272 0.2795 1.070
C -3.5807 -2.2072 0.4380 -0.506
C -4.4060 -1.7887 -0.7873 -0.098
C -4.3400 -1.8502 1.7195 -0.104
C -1.1381 -2.9949 -1.2196 -0.420
C -1.2326 -2.4556 -2.6297 -0.147
C -1.7547 -4.3671 -1.0683 -0.141
H 3.8852 5.2578 1.4215 0.074
H 3.5759 3.8404 2.4390 0.064
H 2.3005 5.0139 2.1488 0.057
H 3.5661 3.3546 -0.0838 0.077
H 1.1011 5.1483 -0.1205 0.063
H 1.7217 4.2057 -1.4715 0.059
H 2.6861 5.5349 -0.7959 0.072
H -0.1441 1.6585 2.0201 0.056
H 1.7947 3.2657 3.7473 0.057
H 1.8253 1.5039 3.5831 0.069
H 0.4018 2.3073 4.2664 0.075
H 0.3350 4.6807 2.1036 0.052
H -1.0575 3.8007 2.7503 0.069
H -0.7835 3.8339 1.0082 0.076
H 4.5550 2.1763 1.1083 0.084
H 6.7763 1.5756 1.5308 0.067
H 7.1490 0.0609 0.7054 0.072
H 7.0678 0.1078 2.4650 0.070
H 5.3506 -1.9368 1.8244 0.108
H 2.9747 -2.4229 1.7113 0.110
H 1.8910 -1.7424 3.5541 0.100
H 0.9106 -3.5571 4.8137 0.103
H -0.6733 -5.4273 4.9651 0.065
H -1.7761 -5.7558 3.6257 0.069
H -2.2436 -4.6238 4.8932 0.072
H -2.3403 -3.7263 2.0776 0.094
H -3.4741 -3.2914 0.4149 0.070
H -4.5204 -0.7032 -0.8316 0.063
H -5.4047 -2.2348 -0.7277 0.076
H -3.9483 -2.1112 -1.7246 0.053
H -4.6129 -0.7925 1.7380 0.075
H -3.7613 -2.0535 2.6226 0.066
H -5.2636 -2.4381 1.7622 0.077
H -0.1024 -3.0104 -0.8751 0.080
H -2.2544 -2.2426 -2.9495 0.070
H -0.7976 -3.1606 -3.3530 0.073
H -0.6805 -1.5241 -2.7479 0.001
H -2.8135 -4.3682 -1.3517 0.068
H -1.6687 -4.7377 -0.0428 0.060
H -1.2604 -5.1012 -1.7230 0.070
C -2.8831 1.6339 -5.8177 -0.136
C -1.6710 1.1531 -5.3261 -0.121
C -1.5017 0.9065 -3.9738 -0.073
C -2.5286 1.1663 -3.0418 -0.298
C -3.7570 1.6430 -3.5558 -0.043
C -3.9168 1.8674 -4.9137 -0.121
N -2.2844 0.9315 -1.7064 -0.092
N -3.2019 1.4392 -0.8998 -0.012
C -3.0068 1.2111 0.4558 -0.301
C -3.6734 2.1627 1.2687 -0.058
C -3.5643 2.1774 2.6413 -0.121
C -2.7590 1.2268 3.2740 -0.115
C -2.1585 0.2422 2.5040 -0.139
C -2.2930 0.1627 1.1102 -0.257
H -3.0159 1.8244 -6.8748 0.081
H -0.8454 0.9613 -6.0071 0.088
H -0.5365 0.5391 -3.6419 0.043
H -4.5626 1.8343 -2.8615 0.086
H -4.8736 2.2302 -5.2777 0.090
H -4.2591 2.9085 0.7433 0.098
H -4.0827 2.9366 3.2168 0.092
H -2.6336 1.2256 4.3517 0.093
H -1.5967 -0.5266 3.0225 0.099
```

Its net charge is -1. For the HOMO energy (alpha / beta), the calculation gives -0.0988 / -0.1088 Eh. The LUMO energy (alpha / beta) is 2.1 / 2.1 eV. The value obtained for the calculated total energy is -86963.5341 eV.

---

Molecular formula: CH4N3
Method: DFT, the ωB97M-V functional and the def2-TZVPD basis

```
8
Properties=species:S:1:pos:R:3:nbo_charge:R:1
N 0.5513 -1.1842 -0.2214 -0.726
C 0.0257 0.3884 -0.1686 0.724
N 0.4537 1.5846 0.1440 -0.382
N -0.8781 1.2675 -0.5358 -0.373
H 1.5582 -1.2212 -0.1516 0.434
H 0.0570 -1.7048 -0.9333 0.434
H 0.5728 1.9939 1.0681 0.447
H -1.7872 1.4124 -0.0970 0.442
```

Its net charge is +1. For the HOMO energy, the calculation gives -0.6061 Eh. As for the SMILES: [NH2+]=C1NN1. The LUMO energy is -5.9 eV. The value obtained for the calculated total energy is -5560.0244 eV.

---

Molecular formula: C7H21BCrF4OP2
Method: DFT, the ωB97M-V functional and the def2-TZVPD basis

```
37
Properties=species:S:1:pos:R:3:mulliken_spin:R:1
Cr -0.2157 -0.2878 -0.1609 4.149
H 1.2632 0.4408 -0.3007 0.035
H 1.2205 0.0059 0.5874 0.037
P 0.0795 0.5218 -2.2794 -0.195
P -0.1952 -1.4728 1.8049 -0.194
C -1.5529 -1.1244 2.9919 0.044
H -1.5900 -1.8496 3.8162 0.000
H -1.4254 -0.1246 3.4149 0.001
H -2.5173 -1.1461 2.4762 -0.002
C -0.5203 -3.2331 1.4193 0.038
H 0.2872 -3.6106 0.7874 0.014
H -0.5884 -3.8580 2.3171 0.000
H -1.4519 -3.3175 0.8547 0.004
C 1.2347 -1.6049 2.9298 0.010
H 1.4451 -0.6202 3.3596 0.002
H 1.0718 -2.3317 3.7393 -0.001
H 2.1099 -1.9098 2.3478 -0.001
C -0.3604 -0.8114 -3.4564 0.042
H -0.2768 -0.4973 -4.5033 0.001
H 0.3024 -1.6639 -3.2913 0.013
H -1.3833 -1.1469 -3.2677 0.003
C -1.0345 1.8642 -2.8468 0.045
H -0.8016 2.7865 -2.3088 0.001
H -0.9464 2.0569 -3.9249 0.000
H -2.0756 1.6071 -2.6312 -0.003
C 1.6829 1.0775 -2.9475 0.011
H 2.4297 0.3012 -2.7547 0.000
H 1.6436 1.2790 -4.0277 -0.001
H 1.9934 1.9828 -2.4162 0.002
C -1.5124 1.0592 0.4160 -0.001
O -2.2342 1.9276 0.7913 0.108
H -1.3190 -1.2432 -0.6818 -0.117
F 0.3001 1.9464 1.0052 -0.071
B 1.1110 3.0694 1.5884 0.029
F 2.4824 2.7231 1.6004 0.000
F 0.8159 4.1095 0.6366 0.000
F 0.5277 3.0947 2.9148 0.000
```

For the HOMO energy (alpha / beta), the calculation gives -0.2960 / -0.3771 Eh. The LUMO energy (alpha / beta) is 0.2 / -1.3 eV. The value obtained for the calculated total energy is -68195.1569 eV. The spin multiplicity is 5.

---

Molecular formula: C3H8N2O2
Method: DFT, the ωB97M-V functional and the def2-TZVPD basis

```
15
Properties=species:S:1:pos:R:3:nbo_charge:R:1
C 0.5315 -0.9010 -0.2295 0.016
C 1.3681 -0.0609 0.6603 0.265
C -0.9949 -0.6736 -0.2851 0.221
N 1.2356 1.2550 0.8553 -0.754
N -1.4451 0.4754 -1.0412 -0.839
O 1.3000 -0.2963 -1.1843 -0.668
O -1.4606 -0.5799 1.0491 -0.723
H -2.4089 -0.4048 1.0160 0.479
H 0.7251 -1.9687 -0.0353 0.156
H 2.0952 -0.5423 1.3120 0.201
H -1.4130 -1.5609 -0.7832 0.146
H 2.0370 1.8121 1.1110 0.395
H 0.6104 1.7105 0.2000 0.388
H -1.0629 1.3284 -0.6451 0.337
H -1.1175 0.4069 -1.9998 0.379
```

For the HOMO energy, the calculation gives -0.3189 Eh. The LUMO energy is 0.8 eV. The value obtained for the calculated total energy is -10313.7294 eV.

---

Molecular formula: C2H2Cl2O2
Method: DFT, the ωB97M-V functional and the def2-TZVPD basis

```
8
Properties=species:S:1:pos:R:3:nbo_charge:R:1
O 1.7863 -0.5652 -0.3144 -0.583
C 0.7403 -1.1419 -0.5590 0.637
O -0.4407 -0.7818 -0.1102 -0.517
C -0.4776 0.7958 0.4463 -0.046
Cl 0.0588 1.9354 -0.7438 0.085
Cl -2.1639 1.0649 0.8392 0.033
H 0.4677 -2.0192 -1.0615 0.133
H 0.0291 0.7120 1.5035 0.259
```

For the HOMO energy, the calculation gives -0.3996 Eh. As for the SMILES: O=COC(Cl)Cl. The LUMO energy is 0.7 eV. The value obtained for the calculated total energy is -31244.8730 eV.

---

Molecular formula: C3H8FIN2O5S
Method: DFT, the ωB97M-V functional and the def2-TZVPD basis

```
21
Properties=species:S:1:pos:R:3:nbo_charge:R:1
O 2.6586 -2.4844 -0.0295 -0.819
S 2.8981 -1.2026 0.4858 2.523
O 3.7468 -0.9216 1.5734 -0.844
F 3.1795 -0.2148 -0.6492 -0.429
N 1.3474 -0.4765 0.9225 -0.764
C 0.3812 -0.1121 -0.2052 -0.247
C -1.0315 -0.0524 0.3609 -0.485
C -1.8576 -1.3508 0.3829 -0.516
I -0.7817 -3.1828 0.2614 0.066
H 0.8978 -1.0729 1.6290 0.467
H 1.6072 0.4016 1.3869 0.459
H 0.6338 0.9040 -0.5195 0.295
H 0.5202 -0.7694 -1.0594 0.249
H -1.5302 0.6809 -0.2805 0.332
H -0.9818 0.3454 1.3788 0.207
H -2.3835 -1.4259 1.3303 0.231
H -2.6234 -1.3338 -0.3864 0.244
N -1.6813 3.0824 -1.6529 0.715
O -0.7667 2.2003 -1.5911 -0.662
O -2.0495 3.4996 -2.7481 -0.485
O -2.1836 3.4855 -0.5900 -0.537
```

For the HOMO energy, the calculation gives -0.2779 Eh. The LUMO energy is -1.1 eV. The value obtained for the calculated total energy is -38105.0916 eV.